Below is the molecule C23H24N2O, with properties calculated with ωB97M-V/def2-TZVPD.

CARTESIAN COORDINATES (ANGSTROEM)
O  1.138  -1.457  2.246
C  1.707  -2.290  1.322
C  2.861  -2.960  1.690
C  3.517  -3.785  0.794
C  3.016  -3.927  -0.485
C  1.848  -3.282  -0.853
C  1.152  -2.473  0.041
N  -0.019  -1.787  -0.309
C  -1.203  -1.918  0.521
C  -1.973  -0.583  0.485
N  -1.877  0.074  -0.809
C  -1.131  1.325  -0.900
C  0.341  1.210  -0.552
C  1.273  1.005  -1.563
C  2.614  0.831  -1.271
C  3.051  0.884  0.041
C  2.141  1.131  1.053
C  0.796  1.287  0.760
C  -1.831  2.427  -0.128
C  -3.176  2.328  0.202
C  -3.815  3.356  0.873
C  -3.123  4.504  1.213
C  -1.789  4.624  0.863
C  -1.149  3.596  0.194
C  -1.667  -0.881  -1.868
C  -0.396  -1.749  -1.706
H  0.632  -0.782  1.772
H  3.241  -2.802  2.687
H  4.419  -4.296  1.091
H  3.526  -4.550  -1.205
H  1.472  -3.426  -1.854
H  -1.843  -2.726  0.131
H  -0.943  -2.184  1.545
H  -1.608  0.095  1.257
H  -3.031  -0.787  0.698
H  -1.193  1.610  -1.961
H  0.945  0.991  -2.594
H  3.320  0.660  -2.070
H  4.097  0.746  0.272
H  2.476  1.195  2.078
H  0.101  1.505  1.560
H  -3.723  1.442  -0.079
H  -4.861  3.260  1.126
H  -3.621  5.306  1.739
H  -1.242  5.523  1.110
H  -0.110  3.705  -0.083
H  -1.636  -0.356  -2.824
H  -2.548  -1.533  -1.879
H  -0.613  -2.756  -2.102
H  0.440  -1.329  -2.268

Forces on atoms 1 to 6 (eV/Å):
O -0.08 -0.12 0.04
C 0.08 -0.10 -0.02
C -0.19 0.13 0.07
C 0.03 -0.03 -0.06
C 0.15 -0.10 -0.03
C -0.13 0.03 0.00

structure (SMILES) = Oc1ccccc1N1CCN(C(c2ccccc2)c2ccccc2)CC1
LUMO level = 0.753 eV
E_HOMO = -7.64 eV
energy relative to the best compared isomer or geometry (same formula, charge and spin) = 3.4 kcal/mol

Atom charges from the Löwdin analysis, given in e for atoms 1 to 5: number 1, O, carries 0.031; number 2, C, carries -0.254; number 3, C, carries -0.019; number 4, C, carries -0.099; number 5, C, carries -0.102